No. 1
Entry from the Open Molecules 2025 dataset: a cluster of 12 separate species, C48H78N6O18 in total at a distorted geometry (ωB97M-V/def2-TZVPD).

## Properties
frontier orbital gap = 7.87 eV
spin multiplicity = 1
ΔE to the lowest compared entry with this formula, charge and spin = 43.9 kcal per mole
highest occupied orbital energy = -7.5214 eV
structure (SMILES) = CCOC(=O)OC.CCOC(=O)OC.CCOC(=O)OC.CCOC(=O)OC.CCOC(=O)OC.CCOC(=O)OC.c1cc[nH]c1.c1cc[nH]c1.c1cc[nH]c1.c1cc[nH]c1.c1cc[nH]c1.c1cc[nH]c1

Geometry as XYZ:
```
150
C48H78N6O18, DFT ωB97M-V/def2-TZVPD
C 8.50 12.31 23.71
C 9.80 12.49 24.50
O 11.04 12.15 23.79
C 11.90 11.30 24.31
O 11.92 10.68 25.38
O 12.93 11.21 23.38
C 14.03 10.32 23.60
H 8.47 12.98 22.86
H 7.61 12.43 24.32
H 8.47 11.26 23.41
H 9.66 11.99 25.46
H 9.94 13.56 24.64
H 14.79 10.43 22.82
H 13.78 9.26 23.60
H 14.56 10.57 24.52
C 8.21 12.35 12.33
C 8.08 12.85 13.72
O 8.43 14.17 13.82
C 9.70 14.52 14.14
O 10.61 13.76 14.46
O 9.80 15.88 13.99
C 11.05 16.52 14.32
H 8.23 11.27 12.44
H 9.11 12.57 11.76
H 7.33 12.71 11.79
H 8.73 12.26 14.36
H 7.08 12.69 14.13
H 11.56 16.12 15.21
H 10.84 17.58 14.40
H 11.78 16.49 13.52
C 15.71 14.69 9.06
C 16.41 15.15 10.38
O 15.37 15.79 11.14
C 14.57 15.17 12.07
O 13.79 15.85 12.78
O 14.71 13.84 12.00
C 14.09 13.03 13.01
H 16.34 14.00 8.50
H 15.50 15.59 8.49
H 14.71 14.31 9.26
H 17.20 15.88 10.19
H 16.86 14.30 10.88
H 14.39 11.99 12.92
H 13.00 13.05 12.93
H 14.49 13.30 13.99
C 12.61 13.63 16.64
C 13.63 13.35 17.78
O 13.20 13.94 18.99
C 13.85 13.85 20.13
O 14.87 13.24 20.30
O 13.22 14.53 21.05
C 13.70 14.63 22.35
H 11.63 13.20 16.83
H 12.86 13.28 15.64
H 12.46 14.71 16.59
H 14.61 13.82 17.66
H 13.68 12.26 17.84
H 14.24 13.75 22.71
H 12.95 14.79 23.12
H 14.45 15.43 22.38
C 11.65 18.48 19.53
C 12.65 17.35 19.35
O 13.06 17.28 18.08
C 14.28 16.78 17.78
O 15.16 16.47 18.56
O 14.45 16.74 16.41
C 15.55 16.06 15.85
H 11.35 18.53 20.57
H 10.76 18.23 18.96
H 11.99 19.44 19.13
H 12.17 16.40 19.56
H 13.49 17.50 20.03
H 16.38 16.73 16.11
H 15.50 16.10 14.77
H 15.58 15.04 16.22
C 9.32 12.58 18.91
C 10.72 12.07 19.34
O 10.45 10.77 19.96
C 11.41 9.95 19.97
O 12.43 9.96 19.22
O 11.15 8.99 20.98
C 11.92 7.83 21.14
H 8.97 12.14 17.98
H 9.46 13.64 18.66
H 8.59 12.51 19.71
H 11.08 12.80 20.06
H 11.42 12.08 18.50
H 11.42 7.03 21.69
H 12.94 7.99 21.50
H 12.06 7.47 20.12
C 16.49 18.96 22.55
C 16.26 20.14 21.87
C 15.90 19.81 20.60
N 15.94 18.48 20.43
C 16.32 17.92 21.58
H 16.79 18.93 23.59
H 16.33 21.10 22.37
H 15.49 20.40 19.80
H 15.84 17.90 19.61
H 16.46 16.85 21.66
C 19.26 14.68 21.71
C 18.06 14.50 20.99
C 18.33 13.71 19.88
N 19.65 13.28 19.98
C 20.20 13.89 21.06
H 19.37 15.34 22.56
H 17.08 14.92 21.17
H 17.77 13.35 19.03
H 20.09 12.63 19.34
H 21.24 13.68 21.25
C 17.89 9.31 21.15
C 16.66 8.69 20.81
C 15.84 9.71 20.49
N 16.45 10.94 20.76
C 17.73 10.69 21.18
H 18.80 8.83 21.49
H 16.56 7.62 20.68
H 14.82 9.62 20.13
H 16.00 11.83 20.64
H 18.39 11.47 21.54
C 10.02 15.42 22.28
C 10.18 16.43 23.29
C 9.18 17.32 22.96
N 8.47 16.93 21.84
C 8.94 15.73 21.47
H 10.52 14.47 22.22
H 10.84 16.50 24.14
H 8.96 18.25 23.45
H 7.69 17.45 21.45
H 8.54 15.19 20.62
C 16.22 11.30 17.29
C 15.53 11.15 16.10
C 16.47 10.70 15.17
N 17.74 10.75 15.72
C 17.54 11.18 16.96
H 15.77 11.63 18.21
H 14.46 11.29 16.01
H 16.31 10.48 14.13
H 18.58 10.53 15.20
H 18.37 11.27 17.64
C 12.16 8.94 14.86
C 12.42 9.29 13.49
C 11.84 10.49 13.25
N 11.41 10.99 14.47
C 11.46 9.99 15.38
H 12.42 8.06 15.43
H 12.87 8.69 12.72
H 11.78 11.01 12.30
H 11.03 11.92 14.58
H 11.13 10.12 16.40
```

=====

No. 2
Entry from the Open Molecules 2025 dataset: a structure of composition C18H22ILuN2O4PS2 at a distorted geometry (ωB97M-V/def2-TZVPD).

## Properties
frontier orbital gap (spin up / spin down) = 7.33 / 6.67 eV
spin multiplicity = 2
highest occupied orbital energy (spin up / spin down) = -8.2613 / -7.9572 eV

Geometry as XYZ:
```
51
C18H22ILuN2O4PS2, DFT ωB97M-V/def2-TZVPD
Lu 0.77 -0.50 -0.88
C -0.92 -4.70 -0.30
C -0.05 -4.19 0.81
N 0.40 -5.05 1.70
C 1.16 -4.60 2.71
C 1.48 -3.28 2.90
C 2.28 -2.91 4.14
O 3.46 -2.16 3.90
C 1.00 -2.33 1.97
C 1.27 -0.92 2.21
N 0.78 0.10 1.59
C 1.06 1.38 2.13
C 1.45 1.58 3.46
C 1.72 2.83 3.97
C 1.58 3.96 3.17
C 1.15 3.81 1.87
C 0.88 2.54 1.37
I 0.14 2.45 -0.63
C 0.24 -2.80 0.87
O -0.19 -2.02 -0.08
H -1.14 -5.75 -0.12
H -0.42 -4.61 -1.27
H -1.84 -4.13 -0.36
H 1.51 -5.37 3.40
H 2.52 -3.83 4.68
H 1.66 -2.30 4.80
H 4.03 -2.65 3.30
H 1.96 -0.76 3.03
H 1.54 0.73 4.12
H 2.02 2.93 5.00
H 1.78 4.95 3.56
H 1.00 4.67 1.23
C 4.92 -0.02 -5.19
C 4.97 0.87 -3.97
O 4.54 0.17 -2.80
P 3.02 0.33 -2.24
S -0.77 -0.13 -2.90
S 3.31 -0.06 -0.26
O 2.31 -1.16 -2.70
C 3.12 -2.36 -2.64
C 2.23 -3.55 -2.35
H 5.28 0.52 -6.07
H 3.89 -0.35 -5.37
H 5.54 -0.90 -5.04
H 4.35 1.76 -4.12
H 5.99 1.20 -3.76
H 3.87 -2.25 -1.86
H 3.63 -2.48 -3.59
H 1.67 -3.40 -1.42
H 2.85 -4.45 -2.23
H 1.52 -3.71 -3.16
```

=====

No. 3
Entry from the Open Molecules 2025 dataset: the molecule C5H7N (ωB97M-V/def2-TZVPD).

## Properties
frontier orbital gap = 10.48 eV
spin multiplicity = 1
ΔE to the lowest compared entry with this formula, charge and spin = 73.6 kcal per mole
highest occupied orbital energy = -9.3517 eV
structure (SMILES) = C#C[C@@H]1CN1C

Geometry as XYZ:
```
13
C5H7N, DFT ωB97M-V/def2-TZVPD
C 2.86 -0.94 -0.41
C 1.70 -0.62 -0.47
C 0.30 -0.27 -0.54
C -0.19 1.14 -0.58
N -0.28 0.37 0.63
C -1.59 -0.10 1.03
H 3.89 -1.22 -0.33
H -0.33 -0.99 -1.06
H -1.10 1.32 -1.16
H 0.53 1.96 -0.57
H -1.47 -1.02 1.61
H -2.26 -0.31 0.18
H -2.07 0.65 1.67
```

=====

No. 4
Entry from the Open Molecules 2025 dataset: a cluster of 2 separate species, C6H10F4P2 in total at a distorted geometry (ωB97M-V/def2-TZVPD).

## Properties
frontier orbital gap (spin up / spin down) = 7.42 / 7.80 eV
spin multiplicity = 1
ΔE to the lowest compared entry with this formula, charge and spin = 8.2 kcal per mole
highest occupied orbital energy (spin up / spin down) = -8.4886 / -7.8522 eV

Geometry as XYZ:
```
22
C6H10F4P2, DFT ωB97M-V/def2-TZVPD
C 0.50 -0.51 -0.05
C -0.50 0.36 -0.34
C 2.90 1.96 0.27
C 2.82 -1.72 0.30
C -3.04 1.41 -0.50
C -2.79 -1.30 -0.01
F 1.77 2.63 0.42
F 4.15 -1.91 0.05
F -4.35 1.16 -0.32
F -1.89 -2.25 0.55
P 2.04 -0.58 -0.96
P -2.04 0.29 0.58
H 0.37 -1.42 0.53
H -0.05 1.23 -0.80
H 3.63 2.43 -0.24
H 3.05 1.42 1.21
H 2.92 -1.27 1.36
H 2.55 -2.82 0.41
H -2.99 1.37 -1.62
H -2.71 2.53 -0.38
H -3.60 -1.62 0.58
H -2.75 -1.37 -1.04
```

=====

No. 5
Entry from the Open Molecules 2025 dataset: the ion C6H6N2O2P with charge -1 at a distorted geometry (ωB97M-V/def2-TZVPD).

## Properties
net charge = -1
frontier orbital gap = 7.55 eV
spin multiplicity = 1
highest occupied orbital energy = -3.8130 eV
structure (SMILES) = O=P1([O-])Nc2ccccc2N1

Geometry as XYZ:
```
17
C6H6N2O2P, DFT ωB97M-V/def2-TZVPD
O -2.47 0.76 -2.81
P -1.84 1.30 -1.57
O -2.24 2.60 -1.04
N -0.16 0.97 -1.58
C 0.38 0.36 -0.46
C 1.71 0.27 -0.14
C 2.17 -0.56 0.86
C 1.27 -1.15 1.67
C -0.11 -0.87 1.55
C -0.58 -0.23 0.45
N -1.83 -0.06 0.03
H -0.18 0.22 -2.30
H 2.47 0.72 -0.95
H 3.26 -0.68 0.81
H 1.45 -1.92 2.49
H -0.74 -1.37 2.40
H -2.54 -0.35 0.61
```

=====

No. 6
Entry from the Open Molecules 2025 dataset: a structure of composition C26H24BN10RhS2 at a distorted geometry (ωB97M-V/def2-TZVPD).

## Properties
net charge = -1
frontier orbital gap (spin up / spin down) = 6.54 / 6.93 eV
spin multiplicity = 2
ΔE to the lowest compared entry with this formula, charge and spin = 0.0 kcal per mole
highest occupied orbital energy (spin up / spin down) = -4.0130 / -4.4048 eV

Geometry as XYZ:
```
64
C26H24BN10RhS2, DFT ωB97M-V/def2-TZVPD
Rh 0.28 1.02 -0.46
C 3.29 -1.01 1.88
C 2.74 -0.64 0.65
N 1.57 -0.04 0.84
N 1.36 0.02 2.17
C 2.38 -0.58 2.82
B 0.16 0.76 2.83
N 0.25 2.27 2.54
C -0.07 3.34 3.30
C -0.12 4.44 2.48
C 0.16 3.94 1.20
N 0.38 2.64 1.25
N -1.16 0.26 2.21
C -2.30 -0.20 2.77
C -3.19 -0.47 1.75
C -2.51 -0.14 0.58
N -1.30 0.31 0.87
N 0.25 0.52 4.34
C 1.03 1.21 5.21
C 1.08 0.52 6.39
C 0.29 -0.62 6.14
N -0.19 -0.62 4.91
H 4.22 -1.53 2.06
H 3.12 -0.77 -0.34
H 2.40 -0.65 3.89
H -0.27 3.24 4.35
H -0.34 5.45 2.76
H 0.20 4.44 0.25
H -2.37 -0.32 3.83
H -4.19 -0.86 1.85
H -2.84 -0.21 -0.44
H 1.53 2.13 4.91
H 1.59 0.79 7.29
H 0.05 -1.44 6.80
S 2.04 1.70 -1.72
C 1.30 2.65 -2.98
C 2.15 3.09 -4.04
N 2.86 3.42 -4.89
C -0.02 2.95 -2.96
S -1.07 2.46 -1.66
C -0.61 3.73 -4.01
N -1.09 4.37 -4.84
C 1.57 -1.93 -2.17
C 0.28 -1.34 -2.70
C 0.60 -0.70 -4.07
C -0.35 -0.35 -1.75
C -0.78 -2.43 -2.92
C -2.01 -2.10 -3.51
C -2.99 -3.05 -3.72
C -2.78 -4.37 -3.34
C -1.58 -4.72 -2.76
C -0.59 -3.76 -2.55
H 2.30 -1.12 -2.09
H 1.98 -2.68 -2.85
H 1.45 -2.38 -1.18
H 1.43 0.00 -3.96
H -0.25 -0.15 -4.47
H 0.89 -1.47 -4.79
H -1.42 -0.25 -1.88
H -2.19 -1.07 -3.81
H -3.93 -2.76 -4.18
H -3.55 -5.11 -3.50
H -1.40 -5.74 -2.45
H 0.34 -4.06 -2.08
```

=====

No. 7
Entry from the Open Molecules 2025 dataset: a structure of composition C30H60FO30Tl at a distorted geometry (ωB97M-V/def2-TZVPD).

## Properties
net charge = +2
frontier orbital gap = 1.66 eV
spin multiplicity = 1
ΔE to the lowest compared entry with this formula, charge and spin = 0.0 kcal per mole
highest occupied orbital energy = -14.1056 eV

Geometry as XYZ:
```
122
C30H60FO30Tl, DFT ωB97M-V/def2-TZVPD
Tl 0.62 3.84 0.78
F -0.66 1.23 0.63
C -3.83 2.38 1.11
O -4.29 3.72 1.17
C -3.32 4.64 1.37
O -2.16 4.45 1.72
O -3.80 5.89 1.17
C -5.19 6.31 1.16
H -4.68 1.70 1.00
H -3.28 2.17 2.02
H -3.20 2.16 0.25
H -5.74 5.73 1.90
H -5.73 6.22 0.22
H -5.32 7.27 1.66
C 2.17 3.74 6.08
O 3.18 3.11 5.33
C 3.21 3.21 4.02
O 2.49 3.93 3.34
O 4.14 2.41 3.52
C 5.04 1.56 4.23
H 2.54 4.41 6.86
H 1.53 2.99 6.52
H 1.46 4.31 5.48
H 4.45 0.96 4.93
H 5.84 2.03 4.80
H 5.50 0.79 3.61
C 4.02 -4.06 -6.62
O 3.63 -3.22 -5.53
C 2.85 -3.78 -4.50
O 2.51 -4.93 -4.43
O 2.68 -2.80 -3.60
C 2.17 -3.15 -2.38
H 4.52 -4.96 -6.25
H 4.57 -3.45 -7.33
H 3.19 -4.52 -7.15
H 2.89 -3.68 -1.76
H 1.20 -3.65 -2.47
H 1.98 -2.24 -1.82
C -3.63 0.20 -1.60
O -4.16 -0.31 -2.82
C -3.56 -1.18 -3.74
O -2.44 -1.69 -3.55
O -4.29 -1.27 -4.81
C -3.86 -2.08 -5.86
H -3.20 -0.66 -1.07
H -4.45 0.53 -0.97
H -2.83 0.94 -1.68
H -2.86 -1.95 -6.28
H -4.55 -1.89 -6.68
H -3.80 -3.15 -5.66
C -1.68 3.65 6.93
O -0.82 3.61 5.81
C -1.01 2.70 4.78
O -0.33 2.71 3.75
O -2.06 1.80 5.04
C -2.17 0.61 4.19
H -2.24 2.73 7.10
H -2.47 4.39 6.79
H -1.23 3.95 7.88
H -2.03 0.84 3.14
H -3.20 0.33 4.41
H -1.38 -0.12 4.38
C 4.07 -0.12 0.00
O 3.71 -0.45 1.29
C 2.76 0.19 1.81
O 2.29 1.29 1.45
O 2.35 -0.63 2.71
C 1.38 -0.23 3.57
H 3.44 -0.69 -0.68
H 5.05 -0.46 -0.35
H 4.14 0.94 -0.25
H 0.58 0.16 2.95
H 1.76 0.66 4.07
H 1.06 -1.06 4.21
C -1.37 -2.14 0.48
O -1.01 -3.16 -0.44
C -1.50 -4.33 -0.27
O -2.19 -4.70 0.70
O -0.93 -5.19 -1.25
C -1.26 -6.54 -1.23
H -0.85 -2.09 1.44
H -2.45 -2.18 0.52
H -1.18 -1.14 0.10
H -1.71 -6.71 -2.21
H -2.06 -6.75 -0.51
H -0.37 -7.11 -0.98
C 4.13 2.91 -3.42
O 3.08 1.87 -3.59
C 2.22 1.60 -2.50
O 2.04 2.39 -1.57
O 1.53 0.56 -2.83
C 0.30 0.21 -2.09
H 4.84 2.78 -2.60
H 3.74 3.92 -3.31
H 4.63 2.81 -4.38
H -0.36 1.04 -1.85
H 0.68 -0.22 -1.15
H -0.25 -0.65 -2.47
C -4.62 3.81 -2.43
O -3.37 3.88 -1.70
C -2.13 3.58 -2.26
O -1.06 3.61 -1.62
O -2.24 3.08 -3.46
C -1.12 2.79 -4.27
H -4.91 2.78 -2.64
H -4.61 4.35 -3.39
H -5.40 4.31 -1.85
H -0.22 2.44 -3.76
H -0.88 3.58 -4.98
H -1.44 1.96 -4.90
C 2.72 -7.63 -0.26
O 2.43 -6.24 -0.17
C 2.15 -5.69 1.02
O 2.20 -6.35 2.08
O 2.00 -4.39 0.83
C 1.79 -3.64 2.03
H 3.68 -7.89 0.19
H 2.77 -7.94 -1.31
H 1.90 -8.24 0.11
H 2.65 -3.66 2.69
H 0.90 -4.09 2.47
H 1.55 -2.62 1.72
```

=====

Across the entries above, calculated total energy takes the values -3558.55605 -3780.65938 -249.35589 -1316.55559 -833.71525 -2484.69467 -3707.72570 a.u., respectively.